[1]
{
  "formula": "C21H40P2Pt",
  "method": "ωB97M-V/def2-TZVPD",
  "relative_energy_ev": 0.0000,
  "orbital_gap_ev": [4.820, 6.091],
  "spin_multiplicity": 3,
  "s_squared": 2.02,
  "species": ["P", "P", "C", "C", "H", "H", "H", "H", "C", "H", "H", "H", "C", "H", "H", "H", "C", "H", "H", "H", "C", "H", "H", "H", "Pt", "C", "C", "C", "C", "C", "C", "C", "C", "C", "H", "H", "H", "H", "H", "H", "H", "H", "H", "H", "H", "H", "H", "H", "H", "C", "C", "C", "C", "C", "C", "H", "H", "H", "H", "H", "H", "H", "H", "H"],
  "positions_angstrom": [[0.59012, 0.40285, -4.05575], [1.17093, -1.55500, -1.74973], [2.34200, 0.06579, -3.57837], [2.36952, -1.42089, -3.16843], [2.57543, 0.74213, -2.74476], [3.00397, 0.31356, -4.41495], [2.01174, -2.06599, -3.98418], [3.37277, -1.73899, -2.87255], [2.24567, -0.77427, -0.48476], [1.72309, -0.71815, 0.47797], [2.53386, 0.24490, -0.75290], [3.16424, -1.36909, -0.37486], [0.95073, -3.20763, -1.02651], [1.90276, -3.72239, -0.85921], [0.30980, -3.80352, -1.67928], [0.45180, -3.08248, -0.05629], [0.22756, 2.18112, -4.04712], [-0.84684, 2.32145, -4.23293], [0.81269, 2.69089, -4.81650], [0.45787, 2.60226, -3.05981], [0.69627, -0.14323, -5.79341], [1.18640, -1.12132, -5.85137], [1.31321, 0.57192, -6.35241], [-0.28842, -0.18945, -6.26663], [-0.58090, -0.55252, -2.48212], [1.63902, 0.61287, 5.37319], [2.57503, 1.28558, 4.68833], [2.89457, 1.26665, 3.21598], [1.74212, 1.74116, 2.29576], [0.54287, 0.86052, 2.20124], [0.39120, -0.41271, 2.59110], [1.23312, -1.18132, 3.55871], [0.98839, -0.70015, 5.00937], [-2.24209, -0.48030, -3.80244], [1.36469, 0.96946, 6.37543], [3.20667, 1.98418, 5.25584], [3.29393, 0.31443, 2.84539], [3.69451, 2.01058, 3.09442], [1.42289, 2.74893, 2.62018], [2.13428, 1.88630, 1.27344], [-0.26621, 1.29463, 1.61155], [-0.46588, -0.96752, 2.20533], [2.29351, -1.10970, 3.31796], [0.97262, -2.25385, 3.48784], [-0.09938, -0.66884, 5.20806], [1.41553, -1.45506, 5.68063], [-2.85988, -1.32307, -3.46274], [-1.98019, -0.61683, -4.85798], [-2.78513, 0.44742, -3.64436], [-3.67377, -0.77034, 1.99077], [-3.49335, 0.41055, 1.03646], [-4.85413, 0.77335, 0.42528], [-3.02625, 1.63184, 1.83683], [-2.50455, 0.03097, 0.01571], [-1.73334, -0.27373, -0.90033], [-4.38083, -0.48654, 2.78332], [-2.71161, -1.03924, 2.44765], [-4.08102, -1.63464, 1.45920], [-5.56309, 0.96738, 1.24088], [-4.77510, 1.68613, -0.17446], [-5.26026, -0.03751, -0.18682], [-2.02446, 1.46588, 2.24886], [-3.01274, 2.50925, 1.18650], [-3.70796, 1.84132, 2.67476]],
  "forces_ev_per_a": [[1.1, 0.1, -0.2], [1.5, -1.1, -0.2], [-0.3, 0.5, -0.3], [0.2, -0.3, 0.3], [0.1, -0.3, -0.2], [0.1, -0.2, 0.1], [0.2, 0.2, 0.2], [0.0, 0.0, -0.1], [-0.2, 0.1, 0.5], [0.1, -0.1, -0.2], [-0.1, -0.1, 0.0], [-0.2, 0.0, 0.0], [0.6, -0.4, -0.1], [0.0, -0.1, 0.0], [0.1, 0.1, 0.1], [0.0, 0.1, -0.3], [0.5, 0.4, -0.6], [0.3, -0.1, 0.0], [-0.1, 0.3, 0.0], [0.0, -0.3, -0.2], [-0.2, 0.5, -0.4], [-0.3, 0.2, 0.1], [-0.1, -0.1, 0.0], [0.2, -0.1, 0.0], [-2.6, 1.8, 1.4], [0.2, -0.1, 0.0], [-0.2, 0.0, 0.6], [0.4, 0.3, -0.5], [0.2, 0.4, 0.7], [-0.2, -0.7, -0.4], [-0.2, 0.5, -0.3], [0.0, -0.5, 0.3], [-0.3, 0.1, -0.5], [-0.7, -1.7, -1.1], [0.5, -0.3, -0.2], [-0.7, 0.1, -0.2], [0.0, 0.3, 0.1], [0.0, -0.3, -0.2], [0.1, -0.3, -0.1], [-0.1, -0.1, 0.2], [0.3, -0.3, -0.2], [-0.1, 0.4, 0.2], [-0.1, -0.2, 0.2], [0.1, 0.4, 0.1], [0.4, 0.0, -0.1], [-0.1, 0.1, 0.1], [0.0, 0.3, -0.3], [-0.3, 0.1, 0.2], [0.3, 0.2, 0.2], [-0.1, -0.1, 0.3], [-0.1, -0.1, 0.3], [-0.1, 0.0, -0.1], [0.2, 0.1, 0.2], [0.2, 0.0, -0.8], [-0.5, 0.4, 1.5], [0.2, -0.1, -0.1], [-0.3, 0.0, -0.1], [0.1, 0.0, 0.1], [0.1, 0.0, -0.1], [0.0, -0.2, 0.0], [0.1, 0.1, 0.0], [-0.3, 0.1, 0.0], [0.1, 0.0, 0.1], [0.1, -0.1, -0.2]],
  "mulliken_charge": [0.57, 0.28, -0.92, -0.97, 0.30, 0.52, 0.30, 0.53, -0.60, -0.31, 0.28, 0.45, -1.25, 0.44, 0.34, 0.31, -1.30, 0.31, 0.44, 0.35, -1.30, 0.31, 0.40, 0.39, 0.53, -0.54, -0.26, -0.96, -0.80, -0.45, -0.07, -1.02, -0.52, -1.38, 0.36, 0.30, 0.25, 0.45, 0.41, 0.36, 0.48, 0.53, 0.29, 0.47, 0.35, 0.37, 0.34, 0.34, 0.33, -1.35, 2.58, -1.85, -1.24, 0.89, -2.10, 0.39, 0.22, 0.38, 0.40, 0.38, 0.39, 0.04, 0.39, 0.41]
}

---

[2]
{
  "formula": "C21H40P2Sn",
  "method": "ωB97M-V/def2-TZVPD",
  "orbital_gap_ev": [6.219, 4.839],
  "charge": 2,
  "species": ["P", "P", "C", "C", "H", "H", "H", "H", "C", "H", "H", "H", "C", "H", "H", "H", "C", "H", "H", "H", "C", "H", "H", "H", "Sn", "C", "C", "C", "C", "C", "C", "C", "C", "C", "H", "H", "H", "H", "H", "H", "H", "H", "H", "H", "H", "H", "H", "H", "H", "C", "C", "C", "C", "C", "C", "H", "H", "H", "H", "H", "H", "H", "H", "H"],
  "positions_angstrom": [[2.36850, 0.32609, -4.52605], [-0.62552, -1.07188, -4.85778], [2.00538, -1.13364, -5.66801], [0.61706, -1.12466, -6.27443], [2.09235, -2.00209, -4.99864], [2.80143, -1.19060, -6.42874], [0.48313, -0.30400, -6.98303], [0.50220, -2.06080, -6.85326], [-0.20633, -2.88451, -4.64308], [-0.83369, -3.41138, -3.92742], [0.82269, -3.05492, -4.28742], [-0.28596, -3.41981, -5.61023], [-2.09081, -1.40775, -5.95437], [-2.05402, -2.41957, -6.40891], [-2.16428, -0.66047, -6.76168], [-2.99654, -1.31675, -5.33611], [4.05112, -0.47582, -4.25417], [4.56365, -0.04044, -3.38801], [4.65678, -0.29499, -5.15986], [3.98467, -1.56841, -4.08961], [2.90735, 1.40523, -5.93952], [2.02899, 1.55659, -6.59429], [3.71525, 0.86295, -6.46573], [3.28463, 2.35648, -5.51880], [-0.76268, 0.93581, -2.78684], [0.27108, -4.36581, -0.81288], [1.14361, -5.14057, -1.46501], [2.59594, -5.05445, -1.13922], [3.09688, -4.31171, 0.16686], [3.49920, -2.87309, 0.04045], [2.67694, -1.87961, -0.33283], [1.63658, -2.07143, -1.42379], [0.31787, -2.82093, -1.04507], [0.28533, 2.18498, -1.35672], [-0.60793, -4.60381, -0.15288], [0.87868, -5.81451, -2.30239], [3.20481, -4.74904, -2.00238], [2.89395, -6.09032, -0.95761], [2.39227, -4.41995, 1.00445], [4.03120, -4.82195, 0.44813], [4.51121, -2.62498, 0.40826], [2.92821, -0.82432, -0.10843], [2.08105, -2.53077, -2.34474], [1.38351, -1.01403, -1.65992], [-0.29028, -2.26072, -0.26453], [-0.25469, -2.64603, -1.97597], [-0.06297, 3.22298, -1.53016], [1.31135, 1.93856, -1.65100], [0.04507, 1.79091, -0.36212], [-2.24305, -0.85328, 2.15750], [-2.34953, 0.65301, 1.80506], [-3.76316, 1.18553, 2.04364], [-1.45407, 1.38725, 2.85769], [-2.10767, 0.85572, 0.33752], [-2.08858, 0.90546, -0.89850], [-2.80422, -1.07457, 3.08216], [-1.17986, -1.12016, 2.30117], [-2.60502, -1.48029, 1.33370], [-3.97514, 1.30806, 3.11397], [-3.86057, 2.16857, 1.57499], [-4.50341, 0.51443, 1.58484], [-0.63269, 0.73548, 3.21438], [-1.03919, 2.33405, 2.50964], [-2.06223, 1.60431, 3.75770]],
  "forces_ev_per_a": [[1.5, -1.5, -1.6], [0.3, -3.1, -2.9], [-0.3, 0.2, 0.6], [0.7, 0.8, -0.1], [0.2, 0.2, -0.5], [-0.3, 0.0, 0.3], [0.0, 0.1, 0.2], [-0.5, 0.5, 0.3], [0.1, -0.9, 1.1], [-0.4, 0.0, 0.0], [-0.4, 0.3, -0.1], [-0.1, 0.5, 0.6], [-0.9, 0.6, 0.5], [0.2, 0.7, 0.4], [0.1, -0.2, 0.4], [0.1, -0.2, -0.4], [0.3, 0.4, 0.8], [0.1, -0.1, -0.2], [-0.2, -0.2, 0.5], [-0.1, 0.6, 0.0], [-0.2, 0.4, 0.6], [0.6, 0.2, 0.2], [-0.5, 0.5, 0.1], [-0.2, -0.3, -0.6], [-2.2, 1.1, 1.9], [-2.4, 3.5, 1.2], [2.0, -1.1, -1.0], [0.6, 0.6, 0.8], [0.5, -0.5, -1.2], [-0.2, 1.1, 0.7], [1.2, -0.1, -0.9], [-0.3, 0.1, 0.8], [-0.2, 0.6, 0.7], [1.5, 0.0, -0.1], [0.6, -0.5, -1.3], [-0.2, -0.2, 0.9], [-0.2, -0.1, -0.1], [-0.2, -0.4, -0.3], [0.1, -0.1, -0.3], [-0.6, -0.2, 0.0], [-0.9, 0.0, 0.4], [0.1, -0.8, -0.3], [-0.3, 0.4, 0.8], [-0.4, -0.8, -0.3], [0.9, -0.9, -0.6], [-0.3, -0.7, 0.3], [0.4, -0.6, 0.0], [0.1, 0.9, 0.3], [0.0, 0.3, -0.6], [0.2, -0.2, -0.4], [0.1, 0.2, 0.7], [-0.8, -0.1, -0.3], [0.4, -0.1, 0.0], [0.2, -0.5, -0.5], [0.6, -1.0, -0.2], [0.3, 0.1, -0.4], [-0.4, 0.1, 0.1], [-0.3, 0.1, 0.2], [0.0, -0.3, -0.3], [-0.1, -0.1, 0.1], [0.1, 0.3, 0.2], [-0.2, 0.4, -0.4], [-0.1, 0.0, 0.0], [0.3, -0.1, -0.6]],
  "mulliken_charge": [0.54, 0.67, -0.90, -1.08, 0.27, 0.55, 0.45, 0.39, -1.49, 0.51, 0.30, 0.54, -1.07, 0.37, 0.39, 0.39, -1.26, 0.39, 0.41, 0.31, -1.25, 0.34, 0.39, 0.38, 0.91, -0.31, -0.15, -0.60, -0.78, -0.46, -0.97, 0.89, 0.59, -1.18, 0.44, 0.45, 0.36, 0.47, 0.33, 0.44, 0.43, 0.42, -0.18, -0.23, 0.00, -0.20, 0.47, 0.37, 0.30, -1.58, 2.18, -1.70, -1.43, -0.42, -0.80, 0.40, 0.35, 0.33, 0.45, 0.41, 0.39, 0.37, 0.38, 0.35]
}

---

[3]
{
  "formula": "C21H41BeN2Sb2",
  "method": "ωB97M-V/def2-TZVPD",
  "relative_energy_ev": 0.0000,
  "orbital_gap_ev": [4.452, 4.453],
  "charge": 1,
  "species": ["Be", "C", "Sb", "C", "C", "C", "C", "C", "C", "C", "C", "C", "Sb", "C", "C", "H", "H", "H", "H", "H", "H", "H", "H", "H", "H", "H", "H", "H", "H", "H", "H", "H", "H", "H", "H", "C", "C", "C", "C", "C", "H", "H", "H", "H", "H", "H", "H", "H", "H", "H", "N", "C", "C", "N", "C", "C", "H", "H", "H", "H", "H", "H", "H", "H", "H", "H", "H"],
  "positions_angstrom": [[0.06282, -1.71121, -0.23341], [1.07391, -1.54929, 3.67221], [-0.05620, -0.80278, 2.01775], [-1.97313, -1.66339, 2.65757], [-0.61979, 1.12005, 2.91420], [0.53722, 2.06081, 3.05695], [1.49919, 1.74213, 4.01989], [2.64389, 2.49603, 4.19433], [2.83981, 3.61967, 3.40802], [1.87838, 3.97615, 2.48111], [0.71584, 3.22527, 2.28329], [-0.26831, 3.73283, 1.27839], [-0.13841, 2.66361, -0.61950], [-1.04427, 4.27573, -1.76439], [1.86892, 3.28804, -1.01046], [0.59295, -1.29690, 4.61499], [2.07545, -1.12530, 3.64409], [1.14915, -2.63094, 3.57711], [-2.05951, -1.57319, 3.73990], [-2.02853, -2.72244, 2.40262], [-2.83087, -1.13975, 2.22225], [-0.99486, 0.82505, 3.89460], [-1.44474, 1.54073, 2.33996], [1.33600, 0.87893, 4.65437], [3.37391, 2.21266, 4.94093], [3.72193, 4.23289, 3.53636], [2.01092, 4.88301, 1.90280], [-0.06406, 4.77870, 1.05292], [-1.30131, 3.65600, 1.61978], [-0.43206, 5.17327, -1.68691], [-2.04541, 4.49478, -1.39155], [-1.11297, 3.99001, -2.81426], [1.94230, 4.35902, -0.82768], [2.13000, 3.06661, -2.04347], [2.55103, 2.76025, -0.34634], [1.90732, -3.40196, -2.73780], [2.17532, -1.97467, -2.23146], [3.69260, -1.79807, -2.08751], [1.67861, -1.00046, -3.31610], [1.47431, -1.68052, -0.91797], [2.52881, -3.62163, -3.61043], [0.85704, -3.50890, -3.02764], [2.12697, -4.13761, -1.96388], [4.20234, -1.95160, -3.04222], [4.08057, -2.52482, -1.37108], [3.93437, -0.79668, -1.72545], [2.22263, -1.14650, -4.25292], [1.81541, 0.03241, -2.98667], [0.61046, -1.15549, -3.50230], [2.22948, -1.50407, -0.13799], [-4.08483, -2.16359, -2.26280], [-3.51039, -0.77620, -2.16810], [-2.00498, -0.87304, -1.95430], [-1.68916, -1.65401, -0.75986], [-2.25194, -3.00339, -0.84504], [-3.76616, -2.97557, -1.03914], [-3.67085, -2.62556, -3.07578], [-5.09327, -2.12043, -2.41186], [-3.99085, -0.27872, -1.32497], [-3.75100, -0.22727, -3.07676], [-1.57689, 0.12461, -1.85613], [-1.51831, -1.34834, -2.81081], [-2.02619, -1.18537, 0.08093], [-2.00372, -3.55826, 0.05833], [-1.76365, -3.51524, -1.67893], [-4.25841, -2.50560, -0.18745], [-4.16484, -3.98052, -1.16436]],
  "forces_ev_per_a": [[0.0, 0.6, -0.4], [0.1, -0.1, -0.3], [-0.7, -0.2, 0.8], [0.2, 0.1, 0.0], [0.2, 0.0, -0.3], [0.2, 0.2, 0.0], [0.0, 0.0, 0.0], [0.0, 0.0, 0.0], [0.0, 0.1, 0.0], [0.0, 0.0, 0.0], [0.1, -0.1, 0.2], [-0.1, -0.3, -0.1], [-0.2, 0.4, -0.1], [0.1, -0.2, 0.1], [0.0, -0.2, 0.1], [-0.1, 0.1, -0.1], [0.0, 0.0, 0.0], [0.0, 0.0, 0.0], [0.0, 0.0, 0.0], [0.0, 0.0, 0.0], [0.1, 0.0, 0.0], [-0.1, 0.0, 0.0], [0.0, -0.1, 0.0], [0.0, 0.1, 0.0], [0.0, 0.0, 0.0], [0.0, 0.0, 0.0], [0.0, 0.0, 0.0], [0.0, 0.0, 0.0], [0.0, 0.0, 0.0], [0.0, 0.0, 0.0], [0.0, 0.0, 0.0], [0.0, 0.0, 0.0], [0.0, 0.0, 0.0], [0.0, 0.0, 0.0], [0.0, 0.0, 0.0], [0.0, 0.1, 0.1], [0.0, 0.2, -0.1], [-0.1, -0.1, 0.0], [0.1, 0.0, 0.2], [0.2, -0.4, 0.1], [-0.1, 0.0, -0.1], [0.0, -0.1, 0.0], [0.0, 0.0, 0.0], [0.0, 0.0, 0.0], [0.1, 0.0, 0.0], [0.0, 0.0, 0.0], [-0.1, 0.0, -0.1], [0.0, 0.0, 0.0], [0.0, 0.0, 0.0], [-0.1, 0.1, 0.0], [0.0, 0.1, 0.0], [0.3, 0.3, 0.0], [0.0, 0.1, -0.1], [0.5, -0.2, 0.4], [-0.3, -0.1, 0.0], [0.3, -0.2, 0.2], [-0.1, 0.0, -0.1], [0.0, 0.0, 0.0], [-0.1, -0.1, 0.0], [0.0, -0.1, 0.0], [0.0, 0.0, 0.0], [0.0, 0.0, 0.0], [-0.3, 0.0, -0.1], [0.0, 0.0, 0.0], [0.1, 0.0, 0.0], [-0.1, 0.1, -0.1], [-0.1, 0.0, -0.1]],
  "mulliken_charge": [-1.94, -1.31, 0.54, -1.53, -1.19, 0.98, -0.58, -0.89, -0.72, -0.69, 0.62, -1.71, 0.61, -1.32, -1.38, 0.42, 0.38, 0.44, 0.48, 0.37, 0.46, 0.56, 0.41, 0.46, 0.42, 0.41, 0.36, 0.59, 0.60, 0.39, 0.38, 0.35, 0.40, 0.43, 0.37, -1.49, 2.46, -2.06, -1.02, -0.13, 0.47, 0.22, 0.34, 0.45, 0.44, 0.40, 0.48, 0.12, 0.07, 0.38, -0.05, -0.82, -0.37, 0.92, -0.65, -0.80, 0.39, 0.35, 0.36, 0.42, 0.01, 0.36, 0.09, 0.43, 0.30, 0.33, 0.44]
}